(1)
Density functional theory data (wB97M-V/def2-TZVPD) for 2 unconnected molecules or ions with the total composition C3H11N2O.

- Charge: -1
- Gap between HOMO and LUMO: 6.786 eV

Each line ends with the Löwdin charge.
Geometry (Å):
C 1.155 1.424 -0.999  -0.148
C 1.227 -0.081 -1.177  -0.354
N 1.456 -0.411 -2.593  -0.044
H 0.244 1.800 -1.472  0.067
H 1.062 1.687 0.053  0.050
H 2.025 1.917 -1.450  0.058
H 2.063 -0.476 -0.592  0.091
H 0.296 -0.473 -0.765  0.070
H 0.929 -1.209 -2.921  0.041
H 1.194 0.357 -3.197  0.037
N -1.545 -1.503 1.818  -0.055
C -1.462 0.002 2.027  -0.619
O -0.914 0.605 0.973  -0.332
H -0.796 -1.644 1.144  0.014
H -1.294 -1.996 2.672  0.008
H -2.504 0.341 2.243  0.057
H -0.881 0.164 2.978  0.059

=====

(2)
Density functional theory data (wB97M-V/def2-TZVPD) for 2 unconnected molecules or ions with the total composition C3H11N2O.

- Multiplicity: 2
- Expectation value of S²: 0.7531
- Gap between HOMO and LUMO (spin up / spin down): 7.029 / 10.660 eV

Each line ends with the Löwdin charge.
Geometry (Å):
C -1.613 -1.125 2.196  -0.140
N -0.278 -0.893 2.217  -0.028
H -2.073 -1.753 2.940  0.025
H -2.244 -0.566 1.510  0.018
H 0.117 -0.438 1.405  0.014
H 0.307 -1.138 2.989  0.080
C 1.164 0.725 -1.834  -0.262
O 2.284 -0.173 -1.921  -0.077
C 0.294 0.254 -0.684  -0.289
N -0.958 1.034 -0.632  0.012
H 1.551 1.731 -1.632  0.117
H 0.552 0.738 -2.740  0.115
H 2.687 0.058 -2.758  0.074
H 0.114 -0.817 -0.803  0.123
H 0.880 0.401 0.225  0.095
H -1.015 1.521 0.251  0.064
H -1.769 0.441 -0.728  0.059

=====

(3)
Density functional theory data (wB97M-V/def2-TZVPD) for 2 unconnected molecules or ions with the total composition C3H11N2O.

- Charge: +1
- Gap between HOMO and LUMO: 10.128 eV

Each line ends with the Löwdin charge.
Geometry (Å):
C 2.018 1.097 -1.323  -0.070
C 1.160 0.214 -0.563  -0.334
C -0.232 0.533 -0.520  -0.036
N -1.093 -0.461 0.026  0.173
N 1.756 -0.665 0.417  0.065
H 1.984 2.174 -0.964  0.121
H 2.028 1.107 -2.428  0.097
H 3.094 0.755 -1.038  0.114
H -0.695 1.478 -0.825  0.138
H -1.683 -0.742 -0.746  0.167
H -1.675 -0.316 0.815  0.096
H -0.512 -1.301 0.261  0.177
H 2.546 -1.140 -0.100  0.120
H 2.282 -0.240 1.140  0.087
H -3.918 -0.208 1.652  0.071
H -3.833 -1.497 2.178  0.047
O -3.228 -0.789 2.016  -0.034

=====

(4)
Density functional theory data (wB97M-V/def2-TZVPD) for 2 unconnected molecules or ions with the total composition C3H11N2O.

- Charge: +1
- Gap between HOMO and LUMO: 10.143 eV

Each line ends with the Löwdin charge.
Geometry (Å):
C 0.437 -2.616 1.040  -0.002
N 1.553 0.550 -0.459  0.203
C 0.844 -0.506 -0.124  -0.149
N 1.255 -1.450 0.669  0.031
H 0.929 -3.523 0.705  0.102
H -0.542 -2.513 0.586  0.097
H 0.321 -2.632 2.119  0.101
H 2.438 0.723 -0.003  0.143
H 1.161 1.297 -1.010  0.117
H -0.162 -0.590 -0.513  0.147
H 2.214 -1.411 0.991  0.171
C -1.467 1.930 -0.514  -0.203
O -2.678 2.641 -0.608  -0.082
H -0.606 2.600 -0.506  0.072
H -1.518 1.423 0.455  0.087
H -1.362 1.175 -1.303  0.073
H -2.815 2.903 -1.524  0.091

=====

(5)
Density functional theory data (wB97M-V/def2-TZVPD) for 2 unconnected molecules or ions with the total composition C3H11N2O.

- Charge: +1
- Gap between HOMO and LUMO: 9.977 eV

Each line ends with the Löwdin charge.
Geometry (Å):
C -1.034 -0.374 -2.067  -0.015
C 0.060 -0.584 -1.060  -0.340
C 0.029 0.006 0.129  -0.090
N 1.169 0.386 0.955  0.199
N 1.315 -1.079 -1.484  0.091
H -0.707 0.410 -2.760  0.102
H -1.331 -1.206 -2.699  0.092
H -1.894 0.007 -1.518  0.086
H -0.806 0.630 0.417  0.108
H 1.452 1.328 0.619  0.188
H 0.958 0.654 1.925  0.159
H 2.015 -0.177 0.792  0.169
H 1.528 -1.082 -2.455  0.089
H 1.598 -1.967 -1.085  0.107
H -1.339 1.203 3.683  0.045
H -2.330 1.324 2.596  0.055
O -1.382 1.262 2.732  -0.044

=====

(6)
Density functional theory data (wB97M-V/def2-TZVPD) for 2 unconnected molecules or ions with the total composition C3H11N2O.

- Charge: +1
- Gap between HOMO and LUMO: 10.955 eV

Each line ends with the Löwdin charge.
Geometry (Å):
C -1.172 -1.992 0.478  0.008
C -0.377 -1.333 -0.590  -0.530
O 0.327 -0.358 -0.266  -0.042
N -0.475 -1.648 -1.891  0.196
H -1.706 -1.169 0.948  0.095
H -0.633 -2.612 1.175  0.093
H 0.013 -1.045 -2.534  0.122
H -0.658 -2.590 -2.186  0.123
H -1.930 -2.689 0.181  0.080
C 0.428 3.050 0.953  -0.011
N 1.059 1.698 1.076  0.132
H 1.985 1.846 1.467  0.167
H 0.460 1.070 1.604  0.149
H 1.120 1.223 0.161  0.117
H -0.634 2.947 1.083  0.093
H 0.543 3.366 -0.084  0.105
H 0.774 3.808 1.645  0.103

=====

(7)
Density functional theory data (wB97M-V/def2-TZVPD) for 2 unconnected molecules or ions with the total composition C3H11N2O.

- Charge: +1
- Gap between HOMO and LUMO: 10.938 eV

Each line ends with the Löwdin charge.
Geometry (Å):
C 2.266 -1.204 -0.308  -0.001
C 0.786 -0.876 -0.493  -0.333
C 0.062 -0.342 0.470  -0.043
N -1.254 0.185 0.134  0.175
N 0.331 -0.771 -1.844  0.070
H 2.801 -0.699 -1.101  0.094
H 2.353 -2.279 -0.412  0.093
H 2.475 -1.016 0.707  0.066
H 0.373 -0.189 1.489  0.133
H -2.101 -0.184 0.576  0.174
H -1.497 -0.047 -0.842  0.154
H -1.299 1.209 0.206  0.132
H 0.844 -0.042 -2.315  0.105
H 0.234 -1.643 -2.334  0.102
H -2.808 2.425 2.252  0.067
H -1.456 2.903 2.223  0.064
O -2.111 2.568 1.593  -0.051

=====

(8)
Density functional theory data (wB97M-V/def2-TZVPD) for 2 unconnected molecules or ions with the total composition C3H11N2O.

- Charge: +1
- Gap between HOMO and LUMO: 10.168 eV

Each line ends with the Löwdin charge.
Geometry (Å):
C -0.790 1.917 0.962  -0.025
C -0.572 0.448 0.777  -0.357
C -0.938 -0.172 -0.360  -0.078
N -0.238 -1.365 -0.844  0.185
N -0.064 -0.368 1.853  0.086
H -1.871 2.065 1.092  0.103
H -0.213 2.372 1.747  0.084
H -0.618 2.455 0.019  0.093
H -1.661 0.303 -1.006  0.130
H -0.635 -1.793 -1.676  0.168
H 0.632 -0.847 -1.162  0.100
H -0.084 -2.039 -0.094  0.161
H 0.430 0.276 2.469  0.087
H -0.931 -0.563 2.358  0.110
H 2.895 -0.288 -1.594  0.091
H 2.053 0.166 -2.762  0.070
O 1.992 -0.297 -1.938  -0.008

=====

(9)
Density functional theory data (wB97M-V/def2-TZVPD) for 2 unconnected molecules or ions with the total composition C3H11N2O.

- Charge: +1
- Gap between HOMO and LUMO: 11.369 eV

Each line ends with the Löwdin charge.
Geometry (Å):
C -0.066 -1.263 -1.088  -0.288
O -0.706 -1.237 0.211  -0.113
C 0.067 -2.669 -1.618  -0.072
H -0.695 -0.649 -1.731  0.120
H 0.914 -0.784 -1.020  0.109
H -0.370 -1.971 0.743  0.112
H -0.902 -3.165 -1.633  0.088
H 0.459 -2.645 -2.630  0.087
H 0.752 -3.253 -1.006  0.083
N 0.558 3.227 1.518  0.186
C 0.414 1.952 1.241  -0.182
N -0.704 1.372 0.931  0.201
H -0.212 3.878 1.477  0.140
H 1.469 3.596 1.742  0.138
H 1.302 1.338 1.302  0.164
H -0.729 0.352 0.704  0.078
H -1.553 1.922 0.855  0.149

=====

(10)
Density functional theory data (wB97M-V/def2-TZVPD) for 2 unconnected molecules or ions with the total composition C3H11N2O.

- Multiplicity: 2
- Expectation value of S²: 0.7665
- Charge: +2
- Gap between HOMO and LUMO (spin up / spin down): 10.844 / 6.423 eV

Each line ends with the Löwdin charge.
Geometry (Å):
C 2.620 0.317 -0.061  0.072
C 1.345 0.602 -0.986  -0.096
N 0.172 0.180 -0.331  0.184
C -0.250 -1.117 -0.362  -0.004
N -1.134 -1.594 0.453  0.330
H 2.453 -0.546 0.580  0.093
H 3.455 0.107 -0.721  0.115
H 2.751 1.164 0.618  0.117
H 1.230 1.658 -1.227  0.161
H 1.463 0.016 -1.917  0.174
H -0.515 0.800 0.142  0.156
H 0.231 -1.809 -1.041  0.191
H -1.595 -0.884 1.040  0.147
H -1.767 -2.338 0.128  0.204
H -2.529 1.794 0.239  0.093
H -3.005 1.025 1.460  0.101
O -2.202 1.213 0.943  -0.038

=====

(11)
Density functional theory data (wB97M-V/def2-TZVPD) for 2 unconnected molecules or ions with the total composition C3H11N2O.

- Multiplicity: 2
- Expectation value of S²: 0.7742
- Charge: +2
- Gap between HOMO and LUMO (spin up / spin down): 8.451 / 3.371 eV

Each line ends with the Löwdin charge.
Geometry (Å):
C -2.044 -1.846 -1.153  -0.006
C -1.248 -1.123 -0.042  -0.100
N 2.033 0.439 -0.222  0.375
C 0.915 0.001 0.172  -0.044
N -0.038 -0.488 -0.580  0.229
H -1.460 -2.784 -1.400  0.123
H -2.060 -1.259 -2.074  0.101
H -3.019 -2.245 -0.652  0.154
H -0.847 -1.732 0.770  0.184
H -1.787 -0.348 0.499  0.185
H 2.676 0.037 -0.900  0.202
H 2.486 1.218 0.243  0.181
H 0.627 0.123 1.154  0.168
H 0.108 -0.702 -1.532  0.181
H 0.963 3.630 2.659  0.090
H 1.615 3.878 1.292  0.064
O 1.079 3.201 1.765  -0.090

=====

(12)
Density functional theory data (wB97M-V/def2-TZVPD) for 2 unconnected molecules or ions with the total composition C3H11N2O2.

- Charge: -1
- Gap between HOMO and LUMO: 6.986 eV

Each line ends with the Löwdin charge.
Geometry (Å):
C -0.651 -0.026 0.317  -0.273
N 0.761 -0.134 -0.109  -0.103
C 1.687 0.684 0.903  -0.538
O 1.144 1.750 1.437  -0.316
C -1.624 -0.006 -0.835  -0.283
N -2.216 1.322 -1.132  -0.034
H -0.868 -0.920 0.923  0.104
H -0.722 0.848 0.944  0.079
H 0.810 0.384 -0.978  0.068
H 1.948 -0.117 1.642  0.075
H 2.559 0.854 0.226  0.070
H -1.096 -0.306 -1.740  0.098
H -2.491 -0.650 -0.684  0.094
H -2.667 1.642 -0.288  0.045
H -1.488 2.004 -1.327  0.054
H 1.533 -3.352 -0.778  -0.001
H 1.050 -1.957 -0.206  -0.005
O 0.793 -2.907 -0.362  -0.131

=====

(13)
Density functional theory data (wB97M-V/def2-TZVPD) for a molecular structure, C3H11N2OPS.

- Gap between HOMO and LUMO (spin up / spin down): 9.160 / 9.160 eV

Each line ends with the Löwdin charge.
Geometry (Å):
C -2.146 -0.008 -0.999  -0.130
C -1.432 -1.110 -0.221  -0.272
C -0.869 -0.857 1.206  -0.392
N 2.789 1.219 1.014  -0.136
N 1.530 1.281 -1.205  -0.135
O -0.110 0.340 1.313  -0.324
P 1.842 0.287 0.119  0.221
S 2.436 -1.441 -0.344  0.291
H -1.759 1.026 -0.937  0.069
H -2.085 -0.305 -2.046  0.068
H -3.145 -0.033 -0.755  0.033
H -0.536 -1.662 -0.735  0.091
H -2.322 -1.815 -0.093  0.115
H -1.727 -0.845 1.951  0.116
H -0.375 -1.817 1.525  0.099
H 2.222 1.937 1.507  0.088
H 3.423 0.596 1.528  0.065
H 1.601 2.293 -1.115  0.056
H 0.664 0.915 -1.712  0.077

=====

(14)
Density functional theory data (wB97M-V/def2-TZVPD) for 2 unconnected molecules or ions with the total composition C3H11N2OS.

- Charge: -1
- Gap between HOMO and LUMO: 6.834 eV

Each line ends with the Löwdin charge.
Geometry (Å):
C -1.826 -0.082 0.792  -0.333
C -1.861 -0.209 -0.730  -0.677
S -0.373 0.349 -1.691  0.246
N -0.560 -0.200 1.550  -0.091
C 0.432 0.884 1.372  -0.407
N 1.769 0.433 1.520  0.014
H -2.459 -0.862 1.243  0.088
H -2.253 0.875 1.129  0.096
H -1.972 -1.248 -1.051  0.015
H -2.689 0.392 -1.116  0.021
H -0.101 -1.046 1.213  0.083
H 0.303 1.345 0.441  -0.004
H 0.193 1.685 2.090  0.103
H 2.064 -0.212 0.797  0.020
H 1.946 0.098 2.456  0.055
H 2.055 -1.907 -1.451  0.013
H 1.751 -0.454 -1.017  -0.098
O 2.456 -1.128 -1.068  -0.144

=====

(15)
Density functional theory data (wB97M-V/def2-TZVPD) for 2 unconnected molecules or ions with the total composition C3H11N2S2.

- Charge: +1
- Gap between HOMO and LUMO: 9.221 eV

Each line ends with the Löwdin charge.
Geometry (Å):
C -1.631 1.270 1.584  -0.162
C -1.792 -0.240 1.504  -0.586
S -1.826 -0.795 -0.244  0.430
S -1.850 -2.859 -0.016  0.374
H -2.425 1.780 1.041  0.076
H -0.676 1.600 1.173  0.057
H -1.673 1.565 2.631  0.083
H -2.727 -0.573 1.946  0.072
H -0.976 -0.772 1.988  0.064
H -0.522 -3.043 0.159  -0.191
N 1.315 -0.172 -0.637  0.179
C 1.757 0.180 -1.807  -0.171
N 2.942 0.703 -2.043  0.193
H 1.868 -0.022 0.190  0.141
H 0.337 -0.499 -0.525  -0.002
H 1.124 0.017 -2.672  0.168
H 3.174 0.949 -2.984  0.133
H 3.582 0.911 -1.290  0.142

=====

The relative energy (zero: lowest compared OMol25 entry of this formula, charge and spin) results, record by record, are as follows: 11.2, 8.5, 60.5, 35.0, 42.4, 10.6, 38.8, 44.1, 13.5, 38.7, 66.3, 9.6, 36.5, 13.5, 1.8 kcal/mol.